DFT (ωB97M-V/def2-TZVPD) results for a cluster of 14 separate species, C3H34NO14 in total in a non-equilibrium geometry.

```
52
Properties=species:S:1:pos:R:3
O -0.181 1.928 -1.922
O -2.198 2.574 -0.656
O 3.248 -1.444 2.031
O 2.686 -0.624 -2.015
O 1.995 0.353 3.707
O -1.661 -3.661 1.625
O -3.554 -2.364 2.970
O 0.058 -1.924 -2.079
O 2.074 2.561 -0.671
O 4.510 -0.071 0.037
O 1.943 2.847 2.080
O -2.488 1.150 1.503
O -0.057 0.192 -3.801
O -3.168 0.972 -2.627
N 0.184 0.374 0.983
C -1.362 -1.061 -0.323
C -1.174 -2.120 -1.389
C -0.376 -0.995 0.870
H -3.421 1.199 -1.738
H -2.286 1.915 2.044
H 0.423 -1.727 0.803
H -0.725 -3.824 1.475
H 1.215 2.267 -1.104
H 5.077 -0.842 -0.051
H 0.022 -1.032 -2.482
H 4.051 0.005 -0.817
H -1.765 -3.132 2.425
H -3.801 -2.829 2.173
H 1.140 0.378 0.641
H 2.636 1.848 -1.007
H -2.720 1.607 0.648
H -0.956 -0.055 -4.037
H -2.216 0.858 -2.657
H 2.041 -1.100 -1.464
H 2.966 -0.942 2.821
H -2.016 -2.161 -2.089
H -2.400 -1.035 0.026
H -1.001 -1.075 1.761
H -0.066 0.969 -3.128
H 1.135 0.086 3.375
H 2.570 2.778 1.348
H -1.153 -3.127 -0.965
H 3.842 -0.876 1.524
H -0.240 1.021 0.329
H -1.324 -0.092 -0.824
H 2.076 -0.185 -2.628
H -0.058 2.826 -2.262
H -1.295 2.307 -1.187
H -2.569 3.403 -0.968
H -3.226 -1.502 2.719
H 1.222 2.280 1.765
H 2.347 1.100 3.206
```

energy relative to the best compared isomer or geometry (same formula, charge and spin)	0.000	eV
electronic energy	-1242.90470	a.u.
net charge	-1
F_max	1.98	eV/A
LUMO level	2.8	eV

DFT (ωB97M-V/def2-TZVPD) results for a cluster of 15 separate species, C36H98N4O15 in total in a non-equilibrium geometry.

```
153
Properties=species:S:1:pos:R:3
O 0.380 0.220 10.052
O -1.841 9.107 -2.108
O -8.001 5.975 6.019
O -7.603 1.016 5.793
O 5.963 -11.411 5.935
O 0.223 -5.551 8.843
O 7.818 1.201 1.683
O -4.039 8.804 4.835
O -0.863 0.701 3.708
O -5.377 -2.017 9.008
O -1.901 4.940 8.630
O 1.018 8.838 8.315
O -7.454 1.705 -7.492
O 5.360 6.939 5.899
O 5.104 6.542 -10.730
N -7.736 2.585 -6.480
N -0.353 0.644 2.433
N 4.599 5.602 -9.820
N 4.889 -12.058 6.560
C -7.847 4.924 -5.545
C 1.342 0.493 0.045
C 2.563 -13.587 7.250
C -1.296 2.835 1.761
C -7.472 4.072 -6.806
C 0.265 -0.681 1.961
C 3.367 -10.298 5.471
C -8.413 4.442 -7.944
C 1.116 2.555 2.745
C -7.318 2.038 -5.187
C 3.346 3.764 -8.127
C -0.017 1.989 1.857
C 4.876 5.997 -8.425
C 3.279 3.424 -9.576
C -5.845 1.654 -5.178
C 4.014 7.108 -7.955
C -7.243 4.372 -4.234
C 1.473 -0.909 2.839
C 5.576 -14.500 6.461
C -8.225 0.862 -4.936
C 3.817 -13.617 8.085
C -7.756 2.977 -4.008
C 3.719 -12.565 4.346
C 2.462 -12.227 6.584
C 2.217 5.596 -10.425
C 6.351 6.386 -8.210
C -0.720 -1.841 2.184
C 6.162 -12.960 8.465
C 3.863 4.157 -11.703
C 4.600 4.639 -7.702
C -5.973 4.285 -7.187
C 3.665 -11.768 5.735
C 5.138 -13.234 7.267
C 0.524 -0.702 0.460
C 0.410 1.678 0.317
C 3.471 4.719 -10.339
H 1.172 2.363 -0.056
H 2.949 6.918 -7.824
H -8.056 3.941 -8.844
H 0.459 8.077 8.158
H 1.574 -12.169 5.955
H 2.276 0.736 0.552
H -9.431 4.091 -7.778
H 3.087 -12.216 3.529
H 2.430 -11.447 7.345
H 2.442 4.262 -7.776
H 1.110 0.740 10.388
H -5.682 0.890 -4.418
H -4.705 -1.851 8.346
H -8.927 4.977 -5.407
H 1.074 -1.236 3.799
H 4.836 3.669 -11.744
H -1.188 3.879 1.467
H 6.528 6.688 -7.178
H 3.766 -9.663 6.261
H 2.374 6.466 -11.062
H 6.757 7.179 -8.838
H 4.088 7.977 -8.608
H -8.084 0.548 -3.902
H 2.330 -10.001 5.316
H 6.350 -13.797 9.137
H 3.984 4.871 -12.517
H -1.681 -1.576 1.742
H 1.608 0.344 -1.001
H 1.997 6.026 -9.448
H 4.431 7.430 -7.001
H 2.009 0.040 2.821
H 3.772 -9.937 4.525
H -1.953 3.984 8.611
H 1.313 5.072 -10.737
H -5.371 4.332 -6.280
H 0.306 -5.888 9.735
H 3.534 -13.638 4.399
H -8.451 5.511 -8.153
H -0.476 1.911 -0.274
H -0.049 0.719 4.215
H 0.771 -0.624 9.827
H -7.908 0.279 6.322
H 4.019 2.684 -9.884
H 6.509 -11.192 6.695
H -9.245 1.247 -4.957
H -7.884 5.632 6.905
H -0.697 -5.690 8.619
H 5.492 4.024 -7.820
H 1.209 2.141 3.749
H -6.156 4.354 -4.164
H -0.329 -2.768 1.766
H -7.472 5.936 -5.695
H 6.626 -14.410 6.183
H -2.118 5.174 9.532
H 7.728 0.349 1.258
H 5.446 -15.496 6.884
H 0.955 3.609 2.971
H -1.057 -1.967 3.213
H -7.190 2.605 -3.155
H -5.458 1.110 -6.040
H -1.977 2.386 1.037
H 3.700 -12.912 8.908
H -5.541 3.402 -7.658
H 2.592 -14.389 6.512
H 2.124 -1.684 2.434
H 2.293 3.061 -9.865
H 5.838 -12.127 9.090
H 3.936 -14.678 8.306
H 4.468 4.855 -6.642
H -4.824 8.257 4.840
H 7.926 0.997 2.612
H -8.180 0.072 -5.687
H -7.419 5.112 -3.454
H 1.707 -13.582 7.925
H -8.253 1.174 -7.516
H -8.808 3.070 -3.737
H -0.948 9.404 -1.932
H 3.125 3.527 -12.200
H 7.146 -12.602 8.160
H -5.967 5.207 -7.767
H 1.665 8.810 7.610
H -2.022 8.469 -1.418
H 5.298 6.526 5.038
H 5.869 6.096 -11.100
H -7.984 5.200 5.457
H -1.805 2.655 2.708
H 6.968 5.538 -8.510
H 3.509 2.900 -7.484
H 6.038 6.441 6.356
H 4.961 -14.457 5.562
H -3.371 8.269 5.264
H -6.896 0.653 5.261
H 1.127 -1.578 0.220
H 2.085 2.390 2.274
H -5.026 -2.738 9.531
H -0.403 -0.765 -0.110
H -5.072 2.404 -5.007
H 4.701 -12.447 3.889
```

energy relative to the best compared isomer or geometry (same formula, charge and spin)	5.644	eV
electronic energy	-2777.68182	a.u.
F_max	4.09	eV/A
LUMO level	-0.1	eV

DFT (ωB97M-V/def2-TZVPD) results for a cluster of 2 separate species, C16H16N3O6S in total in a non-equilibrium geometry.

```
42
Properties=species:S:1:pos:R:3
S -5.663 -2.276 1.759
O -4.829 -1.809 -3.296
O 7.089 1.115 3.045
O 6.580 -1.124 1.666
O 2.993 1.155 -0.303
O -4.297 -2.956 -1.450
O 3.553 3.422 1.009
N -3.537 1.795 -0.121
N -3.743 -2.720 -0.159
N -1.724 -0.928 -1.780
C 6.154 1.165 2.274
C -0.357 -0.370 -1.702
C 4.317 2.346 1.222
C -5.111 0.265 -0.962
C -4.602 -2.740 0.726
C -2.503 1.080 -0.595
C -4.062 -0.489 -1.452
C -4.421 -1.797 -2.168
C -4.794 1.424 -0.284
C -0.337 -1.793 0.461
C 5.807 -0.060 1.478
C 3.956 1.115 0.448
C -2.716 -0.092 -1.281
C 5.346 2.363 2.076
C 0.304 -0.592 -0.302
C 4.773 -0.073 0.625
H -0.314 0.690 -2.005
H -5.610 2.008 0.135
H 4.512 -0.949 0.048
H 0.433 -2.180 1.141
H 2.888 3.146 0.353
H -1.944 -1.094 -2.761
H -3.346 2.642 0.404
H 0.185 0.287 0.349
H 5.614 3.245 2.641
H 0.256 -0.935 -2.413
H -1.213 -1.457 1.029
H -6.139 -0.062 -1.086
H -1.503 1.451 -0.394
H 7.248 -0.856 2.327
H 1.369 -0.761 -0.472
H -0.612 -2.600 -0.228
```

energy relative to the best compared isomer or geometry (same formula, charge and spin)	0.271	eV
electronic energy	-1632.85320	a.u.
net charge	+1
F_max	1.76	eV/A
LUMO level	-4.6	eV

DFT (ωB97M-V/def2-TZVPD) results for the ion C20H26N3O with charge +1 in a non-equilibrium geometry.

```
50
Properties=species:S:1:pos:R:3
O 1.479 6.692 8.739
N 0.588 2.180 3.380
N 1.544 4.794 6.593
N -3.239 -0.232 2.085
C 1.714 6.231 6.353
C 2.497 0.968 1.048
C 2.288 6.942 7.579
C 4.010 -0.917 1.282
C 1.875 -0.917 2.436
C 3.081 -1.556 2.107
C 1.156 2.544 5.666
C 1.099 4.419 4.191
C 0.841 1.693 4.585
C -4.565 0.350 1.973
C -3.183 -1.678 2.213
C 1.258 3.950 5.538
C 0.785 3.531 3.134
C 1.568 5.299 9.044
C 0.984 4.448 7.917
C -2.155 0.578 2.078
C 3.691 0.307 0.720
C 0.315 1.167 2.318
C 1.654 0.392 1.977
C -0.858 0.234 2.358
H -4.229 -2.010 2.210
H 2.620 4.991 9.224
H -5.292 -0.460 1.977
H -2.712 -2.022 3.152
H 1.186 5.486 3.958
H 1.329 2.061 6.606
H -0.100 4.661 7.938
H 4.354 0.780 -0.001
H -4.795 1.034 2.798
H 0.740 6.708 6.175
H 0.701 3.894 2.094
H -0.603 -0.824 2.449
H -4.659 0.907 1.038
H 1.134 -1.458 3.043
H -2.415 1.644 1.995
H 0.783 0.596 4.639
H -2.662 -2.150 1.366
H 2.392 6.404 5.527
H 4.923 -1.443 1.015
H 2.200 1.909 0.571
H 3.338 6.599 7.744
H 0.120 2.047 1.614
H 2.238 8.039 7.463
H 3.264 -2.553 2.511
H 0.960 5.206 9.954
H 1.167 3.398 8.142
```

energy relative to the best compared isomer or geometry (same formula, charge and spin)	2.328	eV
electronic energy	-1016.92381	a.u.
net charge	+1
SMILES	CN(C)/C=C/[C@H](c1ccccc1)[n+]1ccc(N2CCOCC2)cc1
F_max	3.34	eV/A
LUMO level	-3.1	eV

DFT (ωB97M-V/def2-TZVPD) results for a structure of composition C10H17N3OS in a non-equilibrium geometry.

```
32
Properties=species:S:1:pos:R:3
S 1.996 -0.649 0.212
O 2.337 -0.720 1.677
N 3.775 1.232 2.391
N 2.721 0.571 -0.354
N -4.992 -0.299 1.038
C 2.986 0.293 -1.802
C -1.854 -0.350 -1.124
C -2.635 -0.246 0.048
C -2.082 -0.181 1.267
C 0.157 -0.469 0.268
C 2.464 -1.847 -1.067
C -0.663 -0.236 1.438
C 3.005 -1.157 -2.063
C -4.122 -0.071 -0.215
C -0.460 -0.439 -0.952
H 3.972 0.659 -2.142
H -4.147 1.027 -0.537
H -4.556 -0.709 -0.942
H -4.880 0.540 1.712
H 3.522 -1.326 -3.017
H 2.187 0.903 -2.355
H 3.292 0.241 1.967
H -4.634 -1.200 1.334
H 3.227 1.629 3.062
H -0.253 -0.330 2.426
H 0.194 -0.603 -1.749
H -2.264 -0.468 -2.155
H 3.958 1.959 1.580
H -6.069 -0.362 1.012
H 2.184 -2.854 -1.137
H -2.745 0.153 2.206
H 4.575 0.942 2.904
```

energy relative to the best compared isomer or geometry (same formula, charge and spin)	2.398	eV
electronic energy	-1028.22675	a.u.
net charge	+2
F_max	4.69	eV/A
LUMO level	-6.0	eV

DFT (ωB97M-V/def2-TZVPD) results for an isolated molecule of C9H17NS2 in a non-equilibrium geometry.

```
29
Properties=species:S:1:pos:R:3
S 2.883 0.813 -0.655
S 2.946 -0.923 0.366
N -1.744 1.129 -0.051
C 1.069 0.414 -1.028
C 1.339 -0.595 1.145
C -0.878 0.001 0.381
C -1.649 2.207 0.905
C -3.574 -0.638 -0.011
C -2.975 0.550 -0.703
C -1.040 -1.369 -0.511
C 0.498 0.345 0.340
C -2.593 -1.848 -0.074
H -2.170 1.918 1.860
H 0.731 1.261 0.892
H -2.393 -2.382 0.979
H -0.546 2.629 0.895
H -2.186 3.114 0.356
H -0.972 -1.288 -1.546
H -0.362 -2.173 -0.305
H 0.842 -0.563 -1.491
H 1.085 -1.770 1.144
H -4.571 -0.773 -0.492
H -3.601 1.501 -0.600
H 0.735 1.191 -1.559
H -3.707 -0.524 1.032
H -2.830 -2.647 -0.752
H -2.685 0.206 -1.714
H 1.659 -0.176 2.171
H -1.258 -0.067 1.447
```

energy relative to the best compared isomer or geometry (same formula, charge and spin)	2.526	eV
electronic energy	-1204.12124	a.u.
SMILES	CN1CCCC[C@H]1C1CSSC1
F_max	5.82	eV/A
LUMO level	0.7	eV

DFT (ωB97M-V/def2-TZVPD) results for a cluster of 2 separate species, C3H6OS2 in total in a non-equilibrium geometry.

```
12
Properties=species:S:1:pos:R:3
S 3.338 -0.435 -0.484
S -1.047 -1.650 -0.404
O 1.296 -1.513 0.712
C 1.799 -0.510 -0.008
C -1.499 -0.105 -0.511
C -0.852 1.054 0.175
H 1.074 0.271 -0.255
H -0.005 0.738 0.786
H -2.357 0.157 -1.137
H -1.587 1.567 0.807
H -0.515 1.785 -0.571
H 0.355 -1.360 0.890
```

energy relative to the best compared isomer or geometry (same formula, charge and spin)	2.422	eV
electronic energy	-989.43954	a.u.
SMILES	CC=S.OC=S
F_max	2.43	eV/A
LUMO level	-0.9	eV

DFT (ωB97M-V/def2-TZVPD) results for a cluster of 2 separate species, O4S4 in total in a non-equilibrium geometry.

```
8
Properties=species:S:1:pos:R:3
S 1.083 1.255 -0.782
S -2.539 -0.246 -0.162
S 2.224 -0.560 0.120
S -0.277 1.593 0.660
O -3.741 0.589 -0.364
O 2.495 -1.413 -1.058
O 3.479 0.007 0.662
O -2.724 -1.225 0.924
```

energy relative to the best compared isomer or geometry (same formula, charge and spin)	0.315	eV
electronic energy	-1893.74106	a.u.
net charge	-2
F_max	1.16	eV/A
LUMO level (alpha / beta)	5.8 / 5.8	eV

DFT (ωB97M-V/def2-TZVPD) results for a structure of composition C7H8NO2PS in a non-equilibrium geometry.

```
20
Properties=species:S:1:pos:R:3
S 2.490 -1.655 -1.910
P 2.227 -3.399 -4.142
O 3.568 -0.885 -2.503
O 2.773 -2.952 -1.292
N 1.179 -2.368 -3.689
C -0.422 -0.771 0.670
C 1.548 0.678 -0.665
C 1.393 -0.657 -0.808
C 0.623 1.301 0.210
C -1.330 1.285 1.819
C 0.477 -1.447 -0.133
C -0.337 0.584 0.905
H 0.790 2.385 0.494
H 1.576 -4.019 -5.222
H -2.094 0.495 1.851
H 2.306 1.197 -1.304
H -0.686 1.311 2.755
H -1.186 -1.390 1.150
H 0.255 -2.480 -0.415
H -1.400 2.228 1.331
```

energy relative to the best compared isomer or geometry (same formula, charge and spin)	0.171	eV
electronic energy	-1216.16244	a.u.
F_max	3.95	eV/A
LUMO level	-0.7	eV

DFT (ωB97M-V/def2-TZVPD) results for an isolated molecule of C5H6O2.

```
13
Properties=species:S:1:pos:R:3
O 0.685 -2.201 0.153
O 1.628 3.398 0.431
C -0.381 0.504 0.178
C -0.559 -1.935 -0.438
C 1.172 2.359 0.013
C -0.961 -0.478 -0.453
C 0.162 1.559 0.743
H -0.140 1.911 1.728
H -0.490 -2.285 -1.473
H 1.477 1.939 -0.967
H 0.617 -2.029 1.100
H -1.372 -2.512 0.034
H -1.839 -0.230 -1.050
```

energy relative to the best compared isomer or geometry (same formula, charge and spin)	2.164	eV
electronic energy	-344.52238	a.u.
SMILES	O=CC=C=CCO
F_max	0.48	eV/A
LUMO level	0.3	eV

DFT (ωB97M-V/def2-TZVPD) results for an isolated molecule of C3H5N3S2 in a non-equilibrium geometry.

```
13
Properties=species:S:1:pos:R:3
S 0.985 -0.976 -0.336
S 3.921 -0.582 0.040
N 0.404 1.566 -0.152
N -1.406 0.219 -0.163
N 1.832 1.371 -0.004
C -1.974 -1.033 0.165
C 2.319 0.032 -0.219
C -0.053 0.383 -0.296
H -1.922 1.001 0.366
H 2.478 2.111 -0.052
H -1.748 -1.896 -0.477
H -3.120 -0.833 0.020
H -1.716 -1.363 1.109
```

energy relative to the best compared isomer or geometry (same formula, charge and spin)	1.541	eV
electronic energy	-1077.90045	a.u.
SMILES	CNc1n[nH]c(=S)s1
F_max	4.14	eV/A
LUMO level	0.3	eV

DFT (ωB97M-V/def2-TZVPD) results for a structure of composition C21H21IrN7O6S2 in a non-equilibrium geometry.

```
58
Properties=species:S:1:pos:R:3
Ir 0.806 1.164 -0.018
S -1.724 -1.594 -2.301
S -1.277 0.028 1.485
O -0.627 1.377 1.658
O 1.826 3.048 0.062
O 3.814 4.048 0.623
O 1.866 -1.417 0.657
O -2.665 0.049 1.176
O 1.999 1.294 2.105
N 1.883 0.972 -1.701
N -4.230 -2.219 -1.766
N 2.122 1.324 -3.834
N -0.552 1.658 -1.383
N -1.182 1.842 -3.453
N -3.447 -2.924 -3.842
N -0.228 -0.559 0.355
C 4.304 1.140 1.589
C 1.251 1.296 -2.820
C -5.445 -2.774 -1.963
C -1.030 -2.342 4.753
C 3.399 2.900 3.256
C 0.714 -1.362 1.033
C -3.202 -2.280 -2.677
C -4.624 -3.464 -4.044
C -1.537 -1.325 3.954
C 3.182 1.971 2.110
C -2.299 2.026 -2.675
C -1.902 1.907 -1.381
C 3.365 0.995 -3.344
C 0.692 -2.884 3.125
C 0.062 -3.107 4.344
C 2.892 3.339 0.579
C -0.142 1.623 -2.647
C -5.692 -3.425 -3.124
C 3.208 0.779 -2.011
C 0.191 -1.879 2.320
C -0.896 -1.120 2.746
H -4.016 -1.741 -0.901
H -1.495 -2.546 5.708
H 3.554 2.300 4.160
H -6.163 -2.663 -1.162
H 1.916 1.539 -4.798
H 0.423 -3.896 4.990
H -2.488 1.988 -0.483
H 2.546 3.562 3.422
H -1.175 1.826 -4.461
H 4.724 0.572 2.427
H -2.390 -0.735 4.260
H -3.268 2.218 -3.099
H -6.644 -3.887 -3.329
H 1.325 1.742 2.645
H 3.932 0.455 -1.288
H 1.537 -3.478 2.804
H 3.950 0.416 0.856
H 5.098 1.761 1.181
H -4.757 -3.970 -4.994
H 4.230 0.923 -3.978
H 4.286 3.507 3.093
```

<S²>	0.75
energy relative to the best compared isomer or geometry (same formula, charge and spin)	2.761	eV
electronic energy	-2547.74109	a.u.
net charge	+2
2S+1	2
F_max	2.63	eV/A
LUMO level (alpha / beta)	-6.1 / -7.5	eV

DFT (ωB97M-V/def2-TZVPD) results for a structure of composition C5H8O2.

```
15
Properties=species:S:1:pos:R:3
O -1.167 -1.395 2.175
O 1.267 -0.175 0.499
C -1.078 -0.972 0.825
C 1.378 0.727 -0.599
C -0.088 1.054 -0.592
C -0.128 0.202 0.667
C 0.530 0.298 -1.744
H 0.632 0.910 -2.639
H -0.600 2.003 -0.719
H 2.266 1.350 -0.664
H -0.274 -1.627 2.459
H 0.334 -0.757 -1.923
H -0.217 0.835 1.561
H -0.770 -1.797 0.162
H -2.084 -0.654 0.533
```

energy relative to the best compared isomer or geometry (same formula, charge and spin)	2.643	eV
electronic energy	-345.70783	a.u.
F_max	0.40	eV/A
LUMO level	1.0	eV